Below is the molecule C18H19N3O2, with properties calculated with wB97M-V/def2-TZVPD.

Values from the calculation:
E   -27539.92725 eV
HOMO-LUMO gap   0.303 hartree
SMILES   CCOc1ccc(N(C(C)=O)c2nc(C)cc(C)c2C#N)cc1
E_LUMO   0.03 eV
Relative energy (zero: lowest compared OMol25 entry of this formula, charge and spin)   151.5 kJ/mol

Each line ends with the Löwdin charge.
Cartesian coordinates (Å):
C 5.230 1.708 0.996  -0.07
C 5.481 0.448 0.171  -0.25
O 4.694 -0.646 0.594  -0.05
C 3.382 -0.718 0.243  -0.27
C 2.709 0.180 -0.579  -0.02
C 1.373 -0.022 -0.884  0.00
C 0.692 -1.108 -0.362  -0.20
N -0.690 -1.318 -0.659  0.05
C -1.084 -2.497 -1.245  -0.47
C -2.546 -2.572 -1.626  0.02
O -0.302 -3.390 -1.468  0.09
C -1.570 -0.266 -0.347  -0.23
N -1.451 0.857 -1.030  0.19
C -2.246 1.882 -0.755  -0.30
C -2.043 3.123 -1.561  -0.03
C -3.224 1.811 0.234  0.03
C -3.369 0.653 0.980  -0.19
C -4.386 0.526 2.065  -0.03
C -2.509 -0.417 0.687  -0.11
C -2.562 -1.608 1.441  -0.19
N -2.607 -2.566 2.069  0.20
C 1.352 -2.004 0.471  0.00
C 2.684 -1.812 0.762  0.01
H 5.417 1.502 2.047  0.08
H 5.895 2.501 0.667  0.08
H 4.201 2.043 0.891  0.07
H 5.332 0.644 -0.897  0.12
H 6.512 0.112 0.317  0.12
H 3.209 1.035 -1.005  0.10
H 0.854 0.673 -1.524  0.10
H -2.659 -3.344 -2.383  0.09
H -2.908 -1.622 -2.013  0.08
H -3.138 -2.857 -0.758  0.08
H -2.988 3.470 -1.973  0.08
H -1.641 3.914 -0.928  0.09
H -1.343 2.926 -2.367  0.08
H -3.861 2.661 0.422  0.12
H -3.899 0.299 3.013  0.10
H -4.959 1.444 2.171  0.08
H -5.069 -0.295 1.849  0.10
H 0.822 -2.852 0.874  0.12
H 3.216 -2.502 1.397  0.12


Below is a structure of composition C46H56MnN2O5PSSi, with properties calculated with wB97M-V/def2-TZVPD.

Values from the calculation:
<S²>   6.041
E   -121159.31335 eV
HOMO-LUMO gap (spin up / spin down)   0.272 / 0.267 hartree
E_LUMO (spin up / spin down)   -0.15 / -0.60 eV
Multiplicity   5

Each line ends with the Mulliken spin population.
Cartesian coordinates (Å):
Mn -0.931 0.440 -0.657  3.75
O -0.156 -0.840 -1.779  -0.01
C 0.858 -1.631 -1.586  0.02
C 1.131 -2.626 -2.550  0.01
C 2.204 -3.472 -2.409  0.00
C 3.070 -3.376 -1.310  0.01
C 2.826 -2.413 -0.364  -0.01
C 1.733 -1.535 -0.475  0.04
C 1.597 -0.500 0.505  0.00
N 0.660 0.375 0.551  -0.13
C 0.745 1.482 1.507  0.06
C -0.662 2.009 1.723  0.01
N -1.294 2.080 0.407  -0.06
C -2.085 3.042 0.101  0.03
C -2.814 3.163 -1.122  0.02
C -3.607 4.311 -1.313  -0.01
C -4.311 4.508 -2.471  0.01
C -4.236 3.530 -3.477  0.00
C -3.473 2.402 -3.322  0.01
C -2.731 2.180 -2.140  0.01
O -2.007 1.105 -2.053  0.00
H 0.462 -2.695 -3.397  0.00
H 2.382 -4.229 -3.164  0.00
H 3.910 -4.049 -1.211  0.00
H 3.481 -2.314 0.495  0.00
H 2.391 -0.440 1.251  0.00
H 1.380 2.260 1.071  -0.01
H 1.190 1.153 2.448  0.00
H -0.656 2.985 2.212  0.00
H -1.223 1.292 2.327  0.00
H -2.220 3.843 0.831  0.00
H -3.652 5.045 -0.515  0.00
H -4.920 5.391 -2.607  0.00
H -4.791 3.670 -4.397  0.00
H -3.405 1.651 -4.098  0.00
C -2.082 -4.384 0.145  0.00
C -1.022 -4.425 1.239  -0.01
C 0.308 -4.883 0.661  0.00
C -1.448 -5.346 2.379  0.00
O -0.782 -3.114 1.776  0.01
Si -1.851 -1.917 2.136  0.02
S -2.626 -0.832 0.543  0.15
O -0.993 -0.908 3.133  0.02
C -0.222 -1.238 4.299  0.00
C 1.183 -1.652 3.868  0.00
C -0.860 -2.359 5.111  0.00
C -0.168 0.036 5.134  0.00
O -3.059 -2.671 2.962  -0.01
C -4.352 -2.232 3.395  0.01
C -4.311 -0.781 3.866  0.00
C -5.336 -2.396 2.242  0.00
C -4.738 -3.152 4.547  0.00
H -2.207 -5.381 -0.283  0.00
H -1.788 -3.693 -0.646  0.00
H -3.044 -4.058 0.544  0.00
H 0.231 -5.905 0.285  0.00
H 1.083 -4.851 1.429  0.00
H 0.606 -4.232 -0.159  0.00
H -1.594 -6.363 2.010  0.00
H -2.376 -4.991 2.824  0.00
H -0.673 -5.367 3.148  0.00
H 1.127 -2.486 3.168  0.00
H 1.775 -1.947 4.736  0.00
H 1.693 -0.816 3.385  0.00
H -0.923 -3.279 4.530  0.00
H -1.866 -2.083 5.423  0.00
H -0.258 -2.550 6.002  0.00
H 0.268 0.852 4.555  0.00
H 0.437 -0.113 6.030  0.00
H -1.175 0.330 5.436  0.00
H -4.033 -0.120 3.044  0.00
H -3.584 -0.662 4.672  0.00
H -5.292 -0.482 4.237  0.00
H -5.051 -1.762 1.403  0.00
H -6.344 -2.128 2.565  0.00
H -5.345 -3.435 1.908  0.00
H -4.030 -3.053 5.371  0.00
H -4.734 -4.190 4.213  0.00
H -5.737 -2.908 4.915  0.00
C 5.696 0.279 -5.233  0.00
C 5.485 1.641 -5.040  0.00
C 4.501 2.073 -4.168  0.00
C 3.714 1.151 -3.479  0.00
C 3.936 -0.209 -3.673  0.00
C 4.923 -0.644 -4.549  0.00
P 2.403 1.629 -2.293  0.07
C 3.313 2.870 -1.285  0.00
C 4.007 2.370 -0.183  0.00
C 4.748 3.208 0.637  0.00
C 4.794 4.569 0.372  0.00
C 4.105 5.081 -0.719  0.00
C 3.373 4.238 -1.543  0.00
C 1.305 2.684 -3.309  0.00
C 1.257 2.573 -4.696  0.00
C 0.338 3.309 -5.433  0.00
C -0.541 4.168 -4.795  0.00
C -0.513 4.276 -3.411  0.01
C 0.393 3.531 -2.675  0.00
H 6.467 -0.056 -5.915  0.00
H 6.092 2.364 -5.572  0.00
H 4.342 3.135 -4.020  0.00
H 3.333 -0.930 -3.133  0.00
H 5.087 -1.705 -4.692  0.00
H 3.974 1.304 0.023  0.00
H 5.286 2.800 1.483  0.00
H 5.365 5.229 1.012  0.00
H 4.141 6.142 -0.932  0.00
H 2.839 4.651 -2.390  0.00
H 1.943 1.910 -5.208  0.00
H 0.315 3.209 -6.511  0.00
H -1.258 4.742 -5.367  0.00
H -1.215 4.928 -2.905  0.00
H 0.399 3.612 -1.592  -0.01